Entry 1:
Entry from the OMol25 dataset: a cluster of 2 separate species, C6H13N3 in total (ωB97M-V with the def2-TZVPD basis set).

The geometry in XYZ format:
```
22
Properties=species:S:1:pos:R:3:forces:R:3
C -1.5062 1.4250 0.8945 -1.66 3.14 -0.22
C 0.2560 -1.0129 -2.3727 0.26 1.23 -0.79
C 0.8244 -0.2312 -1.4860 1.33 1.81 1.25
C -0.0985 1.9308 0.5838 -2.34 -0.33 -0.75
C -2.4927 -0.8757 0.7644 1.66 1.25 2.36
C 1.4936 -1.4574 0.4705 1.76 1.89 -0.38
N -1.9763 0.2960 0.7517 -1.13 -3.40 -0.10
N 0.8658 0.8729 0.6137 4.95 -0.69 -0.55
N 0.6990 -0.3515 -0.0535 -1.85 0.24 -0.46
H -2.2970 2.2519 1.1682 1.55 -1.44 -0.43
H 0.4289 -0.8589 -3.4593 -0.13 -0.50 0.99
H -0.4614 -1.6824 -1.9633 -0.53 -0.81 -0.34
H 1.6033 0.5916 -1.6220 -0.55 -0.60 -0.71
H -0.0657 2.3816 -0.4076 -0.54 0.11 -0.11
H 0.0497 2.7335 1.2958 0.86 -0.07 0.29
H -2.4323 -1.4609 1.7374 -0.18 0.88 -1.12
H -2.8658 -1.3926 -0.0862 -0.48 0.15 -0.96
H 1.0591 -2.2341 -0.0533 -0.07 -2.09 -1.06
H 2.6020 -1.3186 0.3030 -1.07 -0.29 -0.04
H 1.2980 -1.6340 1.4800 -0.27 -0.07 1.85
H 2.0007 1.4413 -0.1848 -2.34 -1.14 2.61
H 1.0155 0.5856 1.6256 0.77 0.72 -1.34
```
Positions in Å, forces in eV/Å.

## Properties
Total charge: +2
HOMO energy: -17.56 eV
Spin multiplicity: 1
Orbital gap: 8.636 eV
LUMO energy: -8.9244 eV
ΔE to the lowest compared entry with this formula, charge and spin: 153.82 kcal per mole

Atomic partial charges in e from the Mulliken method, atoms 1 to 8:
1. C -0.020
2. C -0.821
3. C 0.268
4. C -0.544
5. C -0.208
6. C -1.076
7. N 0.106
8. N -0.364

***

Entry 2:
Entry from the OMol25 dataset: an isolated molecule of C8H10N2S (ωB97M-V with the def2-TZVPD basis set).

The geometry in XYZ format:
```
21
Properties=species:S:1:pos:R:3:forces:R:3
C -1.8554 -1.1650 -1.7716 -0.47 -2.29 0.49
C -1.4663 0.0461 -2.1990 1.00 2.39 -0.83
C -1.3016 -1.7666 -0.6431 2.03 1.81 -0.34
C -0.4677 0.7786 -1.5227 -1.44 -0.94 -0.39
C -0.2519 -1.0225 -0.0249 -1.81 -1.91 0.34
C 0.1783 0.2451 -0.4297 -1.34 -1.70 -0.86
C 0.4144 -1.5219 1.2161 -1.03 -3.71 0.48
C 1.3089 2.1406 0.5289 -1.05 -0.47 -0.72
N 1.3003 0.7261 0.1222 1.08 0.69 2.27
N 1.1789 -0.5287 1.8231 1.22 1.21 -1.15
S 0.4859 0.4784 2.8988 1.20 0.60 0.76
H -2.5246 -1.7490 -2.3709 -0.50 -0.10 -0.18
H -1.8658 0.4248 -3.1561 0.17 0.00 0.74
H -1.5015 -2.8097 -0.4242 -0.13 0.26 0.43
H -0.1957 1.7293 -1.8458 0.48 1.47 -0.77
H -0.3148 -2.1194 1.8950 0.47 1.69 -0.60
H 1.0843 -2.4119 1.0569 0.01 0.97 -0.64
H 1.6673 2.2472 1.5454 0.18 -0.03 0.14
H 2.0548 2.5811 -0.1177 0.05 0.60 -0.14
H 0.3076 2.6867 0.4938 1.16 -0.79 -0.22
H 1.7649 1.0106 2.9254 -1.29 0.24 1.18
```
Positions in Å, forces in eV/Å.

## Properties
Total charge: 0
HOMO energy (spin up / spin down): -7.79 / -7.98 eV
Spin multiplicity: 1
Orbital gap (spin up / spin down): 7.599 / 7.760 eV
LUMO energy (spin up / spin down): -0.1944 / -0.2181 eV
ΔE to the lowest compared entry with this formula, charge and spin: 85.44 kcal per mole

Atomic partial charges in e from the Mulliken method, atoms 1 to 8:
1. C -0.260
2. C -0.733
3. C -0.943
4. C -0.136
5. C 1.269
6. C -0.062
7. C -0.702
8. C -0.934

***

Entry 3:
Entry from the OMol25 dataset: an isolated molecule of C5H5IN2O (ωB97M-V with the def2-TZVPD basis set).

The geometry in XYZ format:
```
14
Properties=species:S:1:pos:R:3:forces:R:3
C 0.6037 -2.2944 -0.0248 -0.10 0.77 0.09
N 0.4874 -0.8241 0.0040 1.08 -3.70 0.42
N 1.5520 -0.0927 0.0715 3.10 0.18 -0.84
C 1.2024 1.1512 -0.0240 -1.34 0.71 0.99
C -0.2565 1.2476 0.0031 2.16 -0.93 -0.05
C -1.1804 2.3413 -0.0382 -0.49 0.97 -0.17
O -0.8596 3.4982 0.0746 0.32 0.46 0.05
C -0.5648 -0.0927 0.0497 -4.68 0.95 -0.63
I -2.5279 -0.8901 0.0453 0.62 0.24 0.02
H 1.3774 -2.6927 -0.6876 -0.29 0.64 -0.10
H 0.7674 -2.6859 0.9492 0.51 -0.04 1.05
H -0.3739 -2.6275 -0.2550 -0.76 -0.66 -0.78
H 2.0235 1.8297 0.0518 -0.21 0.86 -0.18
H -2.2505 2.1319 -0.2196 0.08 -0.47 0.12
```
Positions in Å, forces in eV/Å.

## Properties
Total charge: 0
SMILES: Cn1ncc(C=O)c1I
HOMO energy: -9.53 eV
Spin multiplicity: 1
Orbital gap: 9.577 eV
LUMO energy: 0.0446 eV
ΔE to the lowest compared entry with this formula, charge and spin: 15.86 kcal per mole

Atomic partial charges in e from the Mulliken method, atoms 1 to 8:
1. C -0.733
2. N 0.721
3. N -0.997
4. C -0.389
5. C 0.835
6. C -0.309
7. O -0.481
8. C -0.232

***

Entry 4:
Entry from the OMol25 dataset: a cluster of 10 separate species, C42H44N4O26 in total (ωB97M-V with the def2-TZVPD basis set).

The geometry in XYZ format:
```
116
Properties=species:S:1:pos:R:3:forces:R:3
O -6.0608 -0.5254 -6.4483 0.36 0.34 0.09
N -4.9493 -0.9853 -6.2089 -1.77 0.67 -0.49
O -4.6423 -2.1145 -6.4741 0.74 -0.95 -0.02
C -4.0004 -0.1260 -5.5581 2.69 -0.86 1.99
C -3.0245 -0.7627 -4.7098 -2.24 0.81 -0.89
C -2.1483 0.0267 -4.0182 0.75 -0.95 0.79
C -2.1137 1.3972 -4.1135 -1.25 0.13 -2.11
C -2.9762 1.9861 -5.0420 -0.25 -1.58 0.38
C -3.9441 1.2376 -5.7248 -0.16 -0.06 -0.33
H -3.1114 -1.8088 -4.4624 0.18 -0.18 -0.40
H -1.4628 -0.5205 -3.3907 0.21 0.21 0.37
H -1.4102 2.0208 -3.6487 0.87 0.44 0.86
H -2.8623 3.0021 -5.2442 -0.12 1.59 -0.23
H -4.6428 1.6529 -6.4359 0.03 0.40 0.04
O -4.3484 4.8943 2.3792 0.38 -2.65 -0.55
N -4.0728 3.6903 2.1708 0.91 0.70 1.66
O -3.5226 2.9637 3.0115 -0.89 1.03 -0.94
C -4.2889 3.0935 0.8323 -2.23 3.96 0.42
C -5.0909 3.9320 0.0162 1.19 -1.78 -2.17
C -5.2282 3.4997 -1.3444 0.49 0.40 2.99
C -4.6539 2.3062 -1.6986 0.51 -0.80 -1.16
C -3.9051 1.5070 -0.8574 -1.28 0.63 1.46
C -3.7901 1.9014 0.4869 0.39 -1.89 -1.54
H -5.4856 4.8480 0.4036 -0.08 0.24 0.02
H -5.7336 4.0538 -2.0817 -0.73 0.73 -0.53
H -4.7952 1.9327 -2.7046 -0.02 0.15 -0.15
H -3.6844 0.5080 -1.1557 0.58 -0.44 -0.20
H -3.4713 1.1943 1.2124 0.73 -0.17 0.59
O -2.3329 4.4524 -2.3547 -0.35 -1.63 -1.40
N -2.3123 5.3818 -1.6179 1.01 1.38 1.43
O -2.9445 6.4057 -1.7309 -0.74 0.31 -0.27
C -1.3536 5.3486 -0.5028 0.60 -1.76 0.27
C -0.4389 4.2738 -0.4039 -1.20 -0.61 -1.45
C 0.5635 4.2560 0.5131 1.04 0.60 0.07
C 0.6745 5.3257 1.3946 -0.61 0.14 0.21
C -0.3192 6.2882 1.4013 -0.11 0.28 0.68
C -1.3615 6.3149 0.4456 0.63 2.15 1.04
H -0.5150 3.4138 -1.0782 -0.13 0.60 -0.04
H 1.3623 3.5300 0.4225 -0.17 -0.24 0.25
H 1.4774 5.4274 2.1106 0.13 -0.25 -0.03
H -0.2413 7.0073 2.2332 -0.39 -0.02 -0.82
H -2.0118 7.2169 0.4015 0.29 -1.13 0.02
O 2.0704 -1.5353 5.6907 -0.85 -0.13 -0.77
N 0.9139 -1.5127 5.2434 1.39 0.36 1.70
O 0.1183 -2.3745 5.4780 -1.02 -1.36 -0.13
C 0.4496 -0.3307 4.5538 -0.31 -0.47 0.41
C 1.4307 0.5392 4.2332 2.04 0.53 -0.61
C 1.1728 1.6870 3.5318 -3.15 0.20 -0.23
C -0.2182 1.9733 3.2427 1.28 -2.39 1.38
C -1.2065 1.0478 3.6484 1.15 -0.19 0.19
C -0.8861 -0.1421 4.3193 -0.56 -0.61 -0.39
H 2.4370 0.2016 4.4913 -0.22 0.56 -0.17
H 1.9517 2.3136 3.2002 0.78 0.77 -0.26
H -0.5479 2.8183 2.7075 -0.07 1.01 -0.52
H -2.2153 1.2453 3.4107 -0.88 0.24 -0.17
H -1.5648 -1.0029 4.5845 0.45 1.53 -0.36
O 3.4757 -2.0028 -0.4012 -0.25 -0.45 -0.34
C 3.5590 -2.3133 0.7484 -0.26 0.95 0.70
O 4.7285 -2.3312 1.4131 0.05 -0.33 -0.56
C 4.4759 -2.5411 2.8023 0.89 -0.12 -0.80
C 3.0869 -3.0265 2.8040 -0.96 1.63 0.35
O 2.5049 -2.5265 1.5924 1.29 -0.07 -1.02
H 5.1343 -3.2796 3.1852 0.76 -0.77 0.16
H 4.7075 -1.6398 3.3114 -0.27 1.06 0.53
H 2.5816 -2.5713 3.6174 -0.80 -0.07 0.74
H 3.0244 -4.0604 2.7901 -0.24 -1.95 0.17
O -1.0110 -1.9875 1.8768 -0.31 -1.33 1.33
C -1.0387 -3.0395 2.4810 0.64 -0.72 -1.53
O 0.0331 -3.8674 2.6028 0.85 0.37 0.06
C -0.2255 -4.9834 3.4925 -1.20 0.51 -0.39
C -1.7771 -4.9649 3.4460 1.15 -0.14 1.83
O -2.1212 -3.6874 2.9470 -0.39 0.99 -0.21
H 0.2203 -5.9323 3.1381 -0.18 0.97 0.05
H 0.1334 -4.7047 4.4899 0.08 -0.17 -0.27
H -2.1097 -5.0093 4.4840 -0.46 -0.20 -0.20
H -2.1924 -5.7657 2.8706 -0.39 -0.19 -0.58
O 2.1574 -5.9996 2.1674 0.66 -0.03 0.35
C 1.9752 -5.9699 0.9901 -0.95 -0.60 0.84
O 0.7995 -6.4073 0.4651 0.86 0.52 -0.49
C 0.9145 -6.3273 -0.9728 -1.98 0.52 0.59
C 2.1009 -5.4494 -1.1868 1.75 -0.69 -0.04
O 2.8520 -5.5505 0.0884 -0.79 0.27 -1.50
H 0.8179 -7.3486 -1.3390 0.77 0.14 -0.34
H 0.0744 -5.7412 -1.3443 -0.39 -0.36 0.01
H 1.8515 -4.4125 -1.3877 -0.01 -0.01 0.37
H 2.7156 -5.8336 -1.9994 0.30 0.19 0.15
O 4.2527 3.2526 2.3137 0.23 -0.59 -1.12
C 4.5546 2.8411 1.2254 0.84 0.09 0.25
O 4.0296 3.2623 0.0547 -0.19 -0.80 0.64
C 4.5109 2.4120 -1.0167 -0.90 1.97 -0.85
C 5.5419 1.5640 -0.3874 1.04 -2.98 -0.72
O 5.5739 1.9204 0.9830 -1.06 0.89 0.43
H 3.6745 1.8698 -1.4735 0.20 0.17 0.31
H 4.9044 3.1208 -1.7361 0.11 -0.08 -0.34
H 6.5700 1.5834 -0.8772 -1.24 0.33 0.90
H 5.1570 0.5013 -0.4986 0.80 0.90 0.50
O -0.3434 -3.0707 -2.2908 -1.55 -0.43 0.59
C 0.6678 -2.6381 -2.7025 1.62 0.93 0.02
O 1.4627 -3.2632 -3.5685 0.20 -0.43 -0.38
C 2.6938 -2.5480 -3.7284 -0.20 0.45 0.10
C 2.3917 -1.1856 -3.0418 -0.87 0.30 -3.39
O 1.2325 -1.4675 -2.3129 -1.06 -0.52 0.81
H 3.4844 -3.0812 -3.1894 -0.11 0.03 -0.19
H 2.8800 -2.5105 -4.8007 0.25 0.17 0.17
H 2.0796 -0.3417 -3.7592 0.94 -1.32 0.81
H 3.2122 -0.9129 -2.4522 0.77 0.61 1.17
O 1.5190 1.6320 -2.5252 -0.14 -0.46 1.03
C 1.0095 1.0718 -1.5883 0.04 0.22 -0.28
O -0.3530 0.9418 -1.4849 1.54 0.30 -0.09
C -0.6592 0.2312 -0.3150 1.21 -0.69 1.79
C 0.7804 -0.0849 0.3206 -2.52 -1.76 0.22
O 1.6957 0.5109 -0.5231 -0.39 1.75 -2.86
H -1.3130 0.7809 0.3547 0.23 0.56 0.00
H -1.1764 -0.6881 -0.5009 -0.13 -0.58 -0.62
H 0.8916 -1.2028 0.3187 0.22 1.29 0.35
H 0.8940 0.3983 1.2694 -0.08 -0.32 0.78
```
Positions in Å, forces in eV/Å.

## Properties
Total charge: 0
SMILES: O=[N+]([O-])c1ccccc1.O=[N+]([O-])c1ccccc1.O=[N+]([O-])c1ccccc1.O=[N+]([O-])c1ccccc1.O=C1OCCO1.O=C1OCCO1.O=C1OCCO1.O=C1OCCO1.O=C1OCCO1.O=C1OCCO1
HOMO energy: -9.78 eV
Spin multiplicity: 1
Orbital gap: 9.054 eV
LUMO energy: -0.7284 eV
ΔE to the lowest compared entry with this formula, charge and spin: 1.63 kcal per mole

Atomic partial charges in e from the Mulliken method, atoms 1 to 8:
1. O -0.573
2. N 0.909
3. O -0.576
4. C 0.300
5. C -0.333
6. C -0.031
7. C -0.577
8. C -0.752

***

Look up the ΔE to the lowest compared entry with this formula, charge and spin of the first one.
153.82 kcal per mole

***

What is the spin multiplicity in the first record?
1

***

Look up the ΔE to the lowest compared entry with this formula, charge and spin of the third one.
15.86 kcal per mole